Entry 1:
ORCA calculation (the ωB97M-V functional and the def2-TZVPD basis) on C30H30N4O6S2W as an isolated structure.

```
73
Properties=species:S:1:pos:R:3:forces:R:3:lowdin_charge:R:1
W -0.75239 0.00626 0.34480 -0.113 -0.135 -0.670 1.913
O 1.04266 0.45555 -0.21252 -0.203 -0.083 0.131 -0.269
C 2.22614 -0.13857 -0.34213 -0.089 0.036 0.001 -0.268
C 3.15283 0.38043 -1.24118 0.054 0.010 -0.032 0.029
C 4.39662 -0.21264 -1.35703 -0.003 -0.040 0.028 -0.017
C 4.74575 -1.33046 -0.59184 -0.049 0.049 -0.013 -0.042
C 3.82430 -1.85266 0.28399 0.047 -0.040 0.001 -0.003
C 2.55432 -1.26519 0.41712 -0.076 -0.083 0.093 -0.136
C 1.61376 -1.85343 1.31599 0.083 0.021 -0.054 -0.049
N 0.38630 -1.51867 1.52170 -0.086 0.066 0.062 -0.091
C -0.31312 -2.36302 2.52765 0.019 0.044 -0.029 -0.143
C -1.80644 -2.16976 2.34628 0.008 -0.076 0.020 -0.148
N -1.93030 -1.81132 0.93229 0.087 0.070 -0.023 -0.147
C -2.43744 -2.68041 0.13281 -0.035 -0.048 0.021 -0.053
C -2.30850 -2.69025 -1.29524 -0.050 0.028 0.113 -0.174
C -3.08859 -3.54390 -2.08511 -0.030 -0.038 -0.032 0.007
C -2.84794 -3.64266 -3.43876 0.036 0.024 0.021 -0.035
C -1.78570 -2.93280 -4.00540 -0.030 0.003 0.012 -0.019
C -0.98516 -2.10799 -3.23588 -0.010 0.000 -0.021 0.021
C -1.27275 -1.96935 -1.88699 0.101 0.023 -0.033 -0.302
O -0.49207 -1.15918 -1.13885 -0.044 0.139 0.117 -0.228
H 2.88557 1.23392 -1.84806 -0.011 -0.001 0.008 0.116
H 5.10998 0.19605 -2.06074 0.007 -0.005 0.004 0.125
H 5.72220 -1.78038 -0.69734 -0.001 -0.002 -0.001 0.121
H 4.06196 -2.72815 0.87699 0.016 0.007 -0.008 0.127
H 1.98375 -2.70627 1.88669 0.024 0.007 -0.005 0.155
H 0.01205 -2.08959 3.53064 0.018 0.018 -0.014 0.113
H -0.04597 -3.40269 2.33723 0.009 -0.007 0.035 0.135
H -2.20290 -1.38795 2.98138 -0.023 -0.011 -0.020 0.112
H -2.34822 -3.09066 2.55556 -0.014 0.001 -0.019 0.138
H -2.96074 -3.52106 0.58632 0.007 -0.012 -0.013 0.160
H -3.88028 -4.12063 -1.62226 0.001 0.002 -0.009 0.131
H -3.45824 -4.28809 -4.05422 0.000 0.002 -0.001 0.121
H -1.58054 -3.03089 -5.06326 -0.003 -0.010 0.002 0.125
H -0.15724 -1.55649 -3.66107 -0.003 -0.004 -0.003 0.136
C 0.95581 3.15359 -0.64800 0.015 -0.003 0.031 -0.012
C 0.15116 2.50606 -1.73689 0.001 0.030 -0.104 -0.264
C 0.37100 3.00929 -3.04671 0.002 -0.003 0.018 0.009
C -0.37379 2.58097 -4.09908 0.017 0.030 -0.015 0.040
C -1.45872 1.70845 -3.85845 -0.025 -0.021 -0.068 -0.139
C -2.39117 1.32105 -4.84870 0.002 0.007 0.020 -0.001
C -3.49165 0.58365 -4.50746 -0.004 -0.014 0.065 -0.040
C -3.71117 0.21075 -3.16631 0.028 0.020 -0.081 -0.066
C -2.79623 0.55298 -2.20360 -0.065 -0.034 -0.054 -0.537
S -3.06384 0.21538 -0.51480 0.139 0.004 0.128 0.904
C -1.64109 1.27138 -2.53895 0.025 0.039 -0.030 -0.231
N -0.76676 1.57574 -1.52646 -0.003 -0.112 0.172 0.050
H 2.02008 3.10302 -0.87807 0.001 0.002 -0.005 0.090
H 0.78941 2.75461 0.34180 -0.006 -0.015 0.005 0.046
H 0.68477 4.21210 -0.64609 0.001 0.003 0.000 0.114
H 1.14974 3.74830 -3.18040 -0.004 -0.001 0.010 0.131
H -0.18561 2.94489 -5.10174 0.005 -0.008 0.005 0.136
H -2.23591 1.64432 -5.86993 0.004 0.001 0.002 0.127
H -4.21593 0.30553 -5.26072 -0.001 -0.001 0.004 0.120
H -4.60663 -0.33283 -2.89238 0.001 0.005 -0.003 0.121
O 0.50400 1.08044 2.16088 0.148 0.091 0.100 -0.600
S 0.99931 0.67145 3.54563 -0.017 -0.081 0.079 1.030
C 2.71513 1.20582 3.64319 0.044 0.038 -0.027 -0.291
C 2.95141 1.57344 5.11363 -0.030 -0.005 -0.002 -0.192
C 1.58984 1.92597 5.77341 0.016 0.000 -0.021 -0.201
C 0.51877 1.97443 4.68614 -0.013 0.029 -0.009 -0.298
H 2.76253 2.06497 2.96969 0.024 0.004 0.024 0.109
H 3.37122 0.42260 3.26845 -0.018 -0.007 -0.008 0.094
H 3.64580 2.40939 5.15953 -0.009 0.011 0.004 0.122
H 3.41890 0.74565 5.64217 0.008 -0.002 -0.007 0.115
H 1.62578 2.88303 6.28882 0.009 0.001 0.004 0.124
H 1.32884 1.17655 6.51918 -0.009 -0.002 -0.002 0.117
H 0.54715 2.89023 4.09076 -0.011 0.025 0.042 0.115
H -0.49330 1.79889 5.04493 -0.001 0.008 0.000 0.103
O -1.32000 2.06222 0.87437 -0.011 -0.018 0.070 -0.138
N -1.95839 1.75210 1.92442 -0.015 0.091 0.066 -0.499
O -2.45539 2.50370 2.67754 0.007 -0.020 -0.019 0.231
O -1.99871 0.46279 2.06069 0.100 -0.050 -0.062 -0.203
```
Forces are in eV/Å.

Properties
- LUMO level (eV) = -6.98
- orbital gap (eV) = 6.26
- E_HOMO (eV) = -13.23
- energy above the lowest of the compared OMol25 structures with the same formula, charge and spin (eV) = 0.277
- charge = +2

Entry 2:
ORCA calculation (the ωB97M-V functional and the def2-TZVPD basis) on C30H30N8OPt as an isolated structure.

```
70
Properties=species:S:1:pos:R:3:forces:R:3:lowdin_charge:R:1
Pt 0.55778 0.05426 0.71658 -0.782 -0.327 0.266 1.114
C -1.82694 6.39500 0.07681 0.076 0.009 -0.026 -0.037
C -0.43159 6.11205 -0.40965 -0.151 0.015 -0.003 -0.211
C 0.14378 6.85417 -1.43408 0.009 -0.003 0.002 -0.043
C 1.42008 6.57909 -1.90145 0.025 -0.045 0.027 -0.083
C 2.15270 5.55187 -1.32287 -0.045 0.051 -0.035 -0.078
C 1.60377 4.81446 -0.28896 0.059 -0.030 0.078 -0.034
C 0.31484 5.07725 0.15388 0.037 -0.005 0.018 -0.213
N -0.22717 4.32045 1.21476 -0.026 0.016 -0.061 0.122
C -0.02564 2.95682 1.40927 0.020 0.023 0.047 -0.356
N 0.15566 2.66396 2.72022 0.122 -0.005 -0.039 0.148
C 0.35714 1.42337 3.37155 -0.089 -0.062 0.139 -0.206
C 0.62089 0.27179 2.66102 0.209 0.189 -0.558 -0.201
C 0.81793 -0.91572 3.37033 0.017 -0.111 0.109 -0.283
C 0.77487 -0.95442 4.74850 -0.001 -0.058 0.022 -0.027
C 0.51899 0.22836 5.43912 0.005 -0.044 0.005 -0.060
C 0.30138 1.42359 4.77839 -0.009 0.128 0.017 -0.233
C 0.01177 2.68909 5.54515 0.013 -0.078 -0.033 -0.056
N -0.02663 2.08468 0.44793 0.130 -0.155 -0.218 0.009
C -0.55017 2.48844 -0.82525 -0.060 0.064 0.047 -0.260
C -1.86735 2.92559 -0.88939 -0.033 -0.096 0.060 -0.047
C -2.42846 3.33063 -2.08843 -0.008 -0.005 -0.030 -0.086
C -1.66260 3.29371 -3.24332 -0.001 -0.013 0.032 -0.084
C -0.36037 2.82067 -3.18049 -0.002 -0.054 -0.061 -0.047
C 0.21630 2.39164 -1.98951 0.092 0.073 0.165 -0.237
C 1.61461 1.84227 -1.97678 -0.060 0.097 -0.297 -0.038
H -2.29144 7.17565 -0.52309 -0.008 -0.002 0.004 0.080
H -1.83485 6.73525 1.11724 -0.008 0.006 -0.004 0.082
H -2.44644 5.49791 0.01153 -0.004 0.017 0.011 0.067
H -0.43030 7.65654 -1.88260 -0.007 -0.005 0.007 0.110
H 1.84015 7.16546 -2.70782 0.002 -0.004 0.002 0.100
H 3.15376 5.32860 -1.66868 -0.001 0.002 -0.001 0.107
H 2.16960 4.02044 0.18387 0.008 0.018 -0.003 0.120
H -0.88967 4.76865 1.82406 0.012 0.015 0.014 0.139
H 0.34563 3.47652 3.28235 0.002 0.001 0.000 0.127
H 1.43038 -2.87843 2.95947 0.020 0.015 -0.005 0.135
H 0.93925 -1.88301 5.28177 -0.010 0.020 0.020 0.109
H 0.48225 0.21315 6.52182 0.000 0.005 -0.006 0.107
H -0.01159 2.48214 6.61348 -0.024 0.015 0.003 0.076
H -0.95400 3.11802 5.26382 0.000 0.013 0.021 0.081
H 0.77596 3.45830 5.38908 0.010 -0.005 -0.008 0.079
H -2.45401 2.92318 0.02245 -0.021 0.021 -0.026 0.121
H -3.45717 3.66726 -2.12184 0.001 -0.003 0.015 0.103
H -2.07907 3.61707 -4.18867 0.005 0.000 -0.002 0.099
H 0.23255 2.76965 -4.08724 0.006 0.002 0.013 0.111
H 1.94793 1.67511 -3.00313 0.033 0.028 0.031 0.086
H 1.67735 0.88557 -1.46139 0.064 -0.013 0.068 0.025
H 2.31489 2.53730 -1.51347 0.004 -0.046 0.077 0.067
N 2.56735 -3.47062 -1.73371 -0.058 -0.090 -0.008 0.165
C 2.03292 -2.45109 -1.00585 0.068 0.029 0.099 -0.522
O 1.79880 -1.36424 -1.53548 0.075 -0.016 -0.051 -0.045
C 1.79108 -2.72281 0.40838 -0.145 -0.135 -0.137 -0.197
C 1.20778 -1.77241 1.22416 -0.090 0.543 -0.178 -0.263
N 1.08858 -2.01737 2.55353 0.027 -0.033 0.156 0.049
C 2.16573 -3.97901 0.96057 0.011 0.063 -0.041 -0.248
N 2.45079 -4.99095 1.43976 0.017 -0.005 0.002 0.134
H 2.79114 -3.29884 -2.69630 0.029 0.021 0.009 0.103
H 2.78842 -4.35806 -1.31825 0.009 -0.004 -0.024 0.086
C -2.12617 -1.60349 -4.33018 0.012 0.019 0.013 -0.012
N -1.93522 -1.22436 -2.94280 0.045 0.018 -0.067 -0.119
C -2.84115 -1.36228 -1.91791 0.021 0.039 0.055 -0.063
C -2.21941 -0.88115 -0.80520 -0.099 0.059 -0.012 -0.129
N -0.96059 -0.44927 -1.13464 0.492 -0.158 0.269 -0.005
C -0.81867 -0.67667 -2.41769 -0.072 -0.005 -0.027 -0.155
H -3.12934 -2.00287 -4.45211 -0.009 0.001 0.016 0.088
H -1.40813 -2.36843 -4.62164 0.006 -0.005 0.013 0.093
H -2.01373 -0.73771 -4.98104 -0.002 0.011 0.005 0.091
H -3.81893 -1.78294 -2.07420 0.009 0.001 0.000 0.113
H -2.59275 -0.81561 0.20290 0.025 -0.011 -0.005 0.101
H 0.07319 -0.48581 -2.99021 -0.007 -0.016 0.008 0.131
```
Forces are in eV/Å.

Properties
- LUMO level (eV) = 0.38
- orbital gap (eV) = 7.48
- E_HOMO (eV) = -7.10
- energy above the lowest of the compared OMol25 structures with the same formula, charge and spin (eV) = 0.346

Entry 3:
ORCA calculation (the ωB97M-V functional and the def2-TZVPD basis) on a 2-piece molecular cluster, C30H30NO overall at a distorted geometry.

```
62
Properties=species:S:1:pos:R:3:forces:R:3:lowdin_charge:R:1
C 2.50817 -1.50774 0.60148 0.087 0.236 0.424 0.144
C 3.54413 -0.55967 0.39866 0.051 0.139 0.073 -0.173
C 4.05616 -0.43483 -0.91165 -0.243 -0.220 0.058 0.015
C 5.07257 0.44201 -1.19964 0.098 -0.031 -0.341 -0.036
C 5.61854 1.22922 -0.20075 0.007 -0.057 -0.243 -0.014
C 5.13504 1.14370 1.09144 -0.126 0.000 0.389 -0.037
C 4.11627 0.27408 1.38691 -0.098 0.024 0.106 0.014
C 1.82681 -1.95053 1.76474 0.043 0.014 0.126 -0.183
C 0.84303 -2.94918 1.59397 0.147 0.065 -0.324 0.005
C 0.12884 -3.43702 2.65994 -0.222 -0.262 -0.081 -0.034
C 0.36013 -2.95076 3.93493 -0.176 -0.129 -0.150 -0.013
C 1.32433 -1.98232 4.14347 0.276 0.326 0.077 -0.036
C 2.05018 -1.49747 3.08515 0.141 0.051 0.057 0.014
H 2.18009 -1.99425 -0.30507 -0.092 -0.107 -0.197 0.130
H 3.63647 -1.05092 -1.68982 -0.071 -0.085 -0.180 0.127
H 5.44620 0.51401 -2.20770 0.039 0.009 -0.125 0.121
H 6.41349 1.91551 -0.43067 0.194 0.151 -0.077 0.123
H 5.55084 1.76431 1.87078 0.010 0.039 0.039 0.122
H 3.74934 0.27097 2.39048 -0.022 0.045 0.155 0.090
H 0.66832 -3.33600 0.60353 -0.127 -0.021 -0.175 0.129
H -0.60827 -4.20683 2.50157 -0.108 -0.075 -0.034 0.122
H -0.20591 -3.32995 4.76649 -0.141 -0.116 0.188 0.123
H 1.51512 -1.60856 5.13803 0.027 0.005 0.054 0.122
H 2.81635 -0.78492 3.30184 0.076 0.121 0.083 0.090
O -0.52863 -0.58580 -0.12854 0.231 -0.051 0.297 -0.050
C -1.50673 0.26621 -0.76296 0.099 0.299 0.465 -0.354
C -1.19755 0.32416 -2.25979 0.192 -0.023 0.555 -0.161
C -0.62547 -0.78292 -2.85694 0.083 -0.200 0.184 -0.024
C -0.32210 -0.78713 -4.20204 0.132 -0.100 -0.055 -0.072
C -0.59073 0.32852 -4.96779 0.114 -0.016 -0.373 -0.085
C -1.17344 1.43848 -4.39263 0.031 0.106 -0.130 -0.066
C -1.47682 1.43265 -3.04719 -0.092 0.037 0.304 -0.053
C -2.91529 -0.28791 -0.53309 0.145 0.089 -0.007 -0.140
C -3.19267 -0.99404 0.62308 0.177 -0.166 0.130 -0.042
C -4.45426 -1.49855 0.86529 -0.043 -0.067 0.158 -0.075
C -5.46554 -1.29070 -0.04887 -0.342 -0.144 0.033 -0.087
C -5.21406 -0.57737 -1.20189 -0.103 0.077 -0.050 -0.068
C -3.95019 -0.07333 -1.43358 0.259 0.108 -0.129 -0.016
C -1.38238 1.66681 -0.10324 -0.193 0.452 0.140 -0.256
C -0.00570 2.33017 -0.29779 0.020 -0.030 0.250 -0.124
C 0.13673 3.26000 0.92335 -0.163 0.101 -0.203 -0.162
C -0.61276 2.51601 2.03929 0.001 -0.233 -0.023 -0.195
N -1.57114 1.59501 1.37177 0.059 0.153 -0.269 -0.004
H -0.47548 -0.37157 0.83214 -0.548 0.219 -0.884 0.090
H -0.41152 -1.63928 -2.24195 0.043 -0.241 0.059 0.110
H 0.14328 -1.65187 -4.64841 0.007 -0.132 -0.075 0.104
H -0.33640 0.33564 -6.01446 0.016 -0.002 -0.193 0.105
H -1.36895 2.31558 -4.99096 -0.084 0.071 -0.028 0.109
H -1.93444 2.30157 -2.61104 -0.108 0.256 0.086 0.112
H -2.40375 -1.16756 1.33172 0.124 -0.074 0.217 0.097
H -4.65145 -2.05989 1.76542 0.002 -0.053 0.126 0.103
H -6.45032 -1.68969 0.13184 -0.146 -0.070 0.042 0.105
H -6.00256 -0.41991 -1.92190 -0.045 0.048 -0.082 0.108
H -3.75640 0.47513 -2.33674 -0.006 0.114 -0.276 0.107
H -2.16328 2.30936 -0.52919 0.089 -0.072 -0.064 0.147
H 0.76775 1.55348 -0.28486 -0.048 0.049 0.030 0.109
H 0.08131 2.84908 -1.25878 -0.083 -0.080 0.270 0.115
H 1.18124 3.47864 1.18256 -0.252 -0.112 -0.054 0.105
H -0.34767 4.22499 0.72205 0.051 -0.216 0.005 0.112
H 0.08279 1.90809 2.62942 0.041 0.107 0.017 0.092
H -1.11173 3.19673 2.74187 0.041 -0.178 -0.233 0.114
H -2.53996 1.79837 1.62676 0.534 -0.150 -0.143 0.124
```
Forces are in eV/Å.

Properties
- LUMO level (eV) = -5.77
- orbital gap (eV) = 5.26
- E_HOMO (eV) = -11.03
- charge = +1

Q: Which value of E_HOMO does entry 3 give?
A: -11.03 eV